Computed, not measured: a molecular structure, C46H50BrCl3GeN6O5S2W, with ωB97M-V with the def2-TZVPD basis set.

The value obtained for the orbital gap (alpha / beta) is 5.1 / 4.5 eV. The spin multiplicity is 2. The energy above the lowest of the compared OMol25 structures with the same formula, charge and spin is 0.015 eV. The charge is +1.

The geometry in XYZ format:
```
115
Properties=species:S:1:pos:R:3:mulliken_charge:R:1
W -0.41739 0.09581 0.30897 0.39
C 3.66362 3.11837 -1.54892 -1.89
C 2.93810 2.11971 -2.45477 2.47
C 3.04118 2.60195 -3.91180 -1.76
C 3.47883 0.70177 -2.35098 0.10
C 4.85185 0.54492 -2.20107 -0.46
C 5.44244 -0.70167 -2.23398 -1.54
C 4.65853 -1.80464 -2.53059 -1.09
C 3.28418 -1.71651 -2.69562 0.44
C 2.64725 -2.92180 -3.38059 0.42
C 2.44503 -2.58830 -4.86626 -1.50
C 1.35530 -3.45097 -2.79596 -0.69
C 2.64536 -0.45898 -2.47925 0.11
N 1.26988 -0.31859 -2.32390 1.08
C 0.52536 0.38154 -3.15417 0.12
O 0.65632 0.46972 -4.37953 -0.75
C -0.51527 1.32242 -2.54966 -0.01
C -1.17729 2.11088 -3.47537 -0.93
C -1.97036 3.16860 -3.07963 -1.22
C -2.04816 3.43822 -1.72809 -0.53
C -1.40850 2.59836 -0.85018 -0.31
N -0.66184 1.53378 -1.21466 0.70
C -1.52211 2.86864 0.60505 0.27
O -1.90583 3.95040 0.99535 -0.67
N -1.12177 1.83060 1.39587 0.92
C -0.87800 2.31820 2.75996 -0.41
C -1.83502 2.38065 3.81874 0.20
C -1.37771 2.78974 5.06681 -0.70
C -0.07716 3.19555 5.30951 -1.51
C 0.77924 3.32823 4.24605 -0.64
C 0.39001 2.96259 2.95325 1.47
C 1.21867 3.56049 1.81535 1.72
C 2.73783 3.45994 1.98334 -1.72
C 0.85941 5.05753 1.72781 -1.72
C -3.35215 2.15335 3.81084 0.09
C -4.09433 2.77405 2.62739 -1.47
C -3.76247 0.70496 4.02608 -1.51
H 3.08379 4.04152 -1.47480 0.45
H 3.81089 2.71565 -0.54756 0.35
H 4.64059 3.38519 -1.95623 0.48
H 1.88835 2.11961 -2.17148 -0.87
H 4.08869 2.61980 -4.22393 0.38
H 2.49386 1.94694 -4.58686 0.38
H 2.64203 3.61641 -4.00386 0.44
H 5.47713 1.41951 -2.06699 0.40
H 6.51339 -0.80629 -2.10940 0.45
H 5.14197 -2.76079 -2.70245 0.45
H 3.38711 -3.72429 -3.32329 0.59
H 2.08307 -3.46960 -5.40220 0.46
H 3.38154 -2.26547 -5.32369 0.36
H 1.71761 -1.78253 -4.98200 0.17
H 1.48745 -3.77286 -1.76322 0.06
H 0.59697 -2.67386 -2.83973 -0.18
H 1.00164 -4.30834 -3.37600 0.52
H -1.00100 1.86938 -4.51308 0.68
H -2.49222 3.77959 -3.80535 0.52
H -2.60203 4.27046 -1.31553 0.65
H -2.08733 2.79947 5.88581 0.47
H 0.22876 3.49039 6.30555 0.44
H 1.74557 3.79058 4.39146 0.42
H 0.94629 3.09760 0.87122 -0.78
H 3.08890 4.11641 2.78187 0.58
H 3.07962 2.45263 2.19098 0.23
H 3.21568 3.79493 1.06372 0.36
H 1.18932 5.57913 2.62965 0.39
H 1.37285 5.50047 0.87188 0.47
H -0.21143 5.21760 1.61258 0.35
H -3.69536 2.68410 4.69887 0.76
H -4.07643 2.12030 1.75414 0.06
H -5.13894 2.93181 2.90334 0.58
H -3.66585 3.73206 2.34170 0.31
H -3.34302 0.09698 3.24831 0.17
H -3.40689 0.32486 4.98472 0.39
H -4.85166 0.61559 3.99250 0.50
O -5.02708 -3.59457 2.46024 -0.56
C -4.03083 -2.79617 2.10768 0.58
C -2.75342 -2.84903 2.65847 -1.25
C -1.81229 -1.95956 2.23078 -0.42
N -2.02487 -0.98900 1.31665 0.55
C -3.27305 -0.97435 0.78654 0.59
Br -3.70066 0.37063 -0.45243 0.12
C -4.27669 -1.83746 1.12979 -1.29
H -4.75492 -4.22183 3.14185 0.36
H -2.48351 -3.58839 3.40287 0.51
H -0.81949 -2.02797 2.63739 0.18
H -5.24321 -1.77215 0.65003 0.60
O -2.28496 -4.83199 -0.14692 -0.75
C -2.80042 -4.20817 -1.22578 0.24
C -3.86165 -4.82153 -1.88348 -0.71
C -4.42120 -4.23320 -3.00046 -0.61
C -3.94214 -3.01654 -3.48705 -1.07
C -2.91182 -2.38697 -2.82365 -0.65
C -2.33609 -2.96376 -1.68417 0.02
C -1.29164 -2.23002 -0.97656 1.00
O -1.15295 -0.93138 -1.19610 1.25
N -0.54254 -2.80588 -0.10161 -0.07
N 0.43374 -1.91433 0.38528 -0.32
C 1.40099 -2.57920 0.96674 -0.40
S 1.20234 -4.27836 1.27058 0.00
C 2.91917 -4.55657 1.77293 -0.62
C 3.42820 -3.29882 2.43743 -0.71
S 2.90196 -1.88098 1.43491 0.28
H -1.47053 -4.36086 0.11766 0.47
H -4.22570 -5.76729 -1.50203 0.52
H -5.23735 -4.73111 -3.50944 0.41
H -4.37616 -2.56891 -4.37119 0.49
H -2.51618 -1.44315 -3.17750 0.43
H 3.49024 -4.80153 0.87913 0.33
H 2.92921 -5.40470 2.45559 0.45
H 3.03370 -3.17340 3.44547 0.26
H 4.51631 -3.27488 2.46829 0.49
Cl 1.85255 0.74682 0.38206 -0.78
Ge 0.66500 0.11919 2.99523 1.79
Cl -0.31421 -0.61497 4.82227 -0.35
Cl 2.61819 0.30792 3.89647 -0.29
```



Computed, not measured: a molecular structure, C46H50N8OP2Tc, with ωB97M-V with the def2-TZVPD basis set.

The value obtained for the orbital gap (alpha / beta) is 5.7 / 5.7 eV. The spin multiplicity is 2. The charge is +2.

The geometry in XYZ format:
```
108
Properties=species:S:1:pos:R:3:mulliken_charge:R:1
Tc 1.07206 -0.02125 0.17676 -1.14
C 4.09578 -0.72674 2.86800 -1.88
C 2.63700 -0.72425 3.30164 0.29
C 2.02079 -2.12065 3.19630 -1.90
P 1.57231 0.46436 2.38434 3.07
C 0.24895 0.74313 3.66505 0.49
C -1.18761 0.75967 3.15823 -1.74
C 0.50270 1.93368 4.58969 -1.65
C 2.59284 1.94805 2.11336 -0.43
C 3.21153 2.72233 3.08924 -0.54
C 4.03335 3.78417 2.73332 -0.99
C 4.24794 4.07533 1.39448 -0.97
C 3.66125 3.29897 0.40364 -1.04
C 2.84778 2.23742 0.77130 -0.02
N 2.26697 1.35607 -0.19904 1.93
C 2.62166 1.56316 -1.58394 -1.01
C 1.81697 2.35588 -2.38886 -0.37
C 2.15460 2.54339 -3.72226 -1.04
C 3.29305 1.94244 -4.23744 -0.89
C 4.08175 1.13628 -3.42696 -0.22
C 3.76223 0.92870 -2.08772 0.95
P 4.61837 -0.14791 -0.88465 0.59
C 3.65389 -1.69815 -1.26341 1.31
C 3.43520 -2.19759 -2.67363 -1.66
C 3.65698 -3.96367 0.33257 -1.78
C 6.35126 -0.45809 -1.45166 0.50
C 6.70952 -1.24455 -2.70911 -1.52
C 7.05652 0.90610 -1.42027 -1.44
H 4.62701 -1.52371 3.39112 0.55
H 4.59732 0.21333 3.09462 0.34
H 4.19564 -0.89211 1.79491 0.24
H 2.58005 -0.38894 4.34474 0.84
H 2.14966 -2.51345 2.18629 0.49
H 0.95428 -2.14720 3.42782 0.36
H 2.52166 -2.80000 3.88724 0.56
H 0.36106 -0.16666 4.26336 0.57
H -1.42402 1.67958 2.62374 0.39
H -1.85697 0.70772 4.01802 0.60
H -1.40714 -0.09256 2.51812 0.30
H 0.57206 2.87211 4.03911 0.37
H 1.40487 1.81848 5.18882 0.35
H -0.33183 2.01706 5.28665 0.45
H 3.07377 2.49661 4.13621 0.40
H 4.50888 4.37808 3.50099 0.50
H 4.88403 4.90333 1.11398 0.48
H 3.84709 3.51209 -0.63997 0.62
H 0.93907 2.83605 -1.97779 0.56
H 1.53147 3.16168 -4.35303 0.47
H 3.56248 2.08980 -5.27360 0.49
H 4.95491 0.66236 -3.85186 0.18
H 1.68720 -2.33337 -0.93421 0.13
H 4.37092 -2.23901 -3.21910 0.39
H 2.77937 -1.50456 -3.20406 0.28
H 2.97682 -3.18655 -2.69577 0.45
H 4.43052 -4.43865 -0.27990 0.42
H 2.39063 -5.58811 0.83074 0.30
H 4.00470 -3.97440 1.37020 0.38
H 6.73388 -1.02589 -0.59404 0.38
H 6.28309 -0.82603 -3.62046 0.20
H 6.40735 -2.28948 -2.64233 0.36
H 7.79331 -1.23568 -2.83250 0.50
H 6.76756 1.52430 -2.26992 0.31
H 8.13533 0.76083 -1.46804 0.47
H 6.83575 1.46306 -0.50779 0.37
C -12.45181 -0.99346 -2.07218 -0.85
O -11.72165 0.18954 -1.76151 -0.45
C -10.40402 0.07689 -1.51858 0.99
C -9.70216 -1.12702 -1.50446 -0.51
C -8.34283 -1.12108 -1.23654 -0.78
C -7.66845 0.06680 -0.98313 0.25
C -8.38683 1.26735 -0.99464 -0.47
C -9.73544 1.27861 -1.25985 -0.81
C -6.23289 0.02706 -0.71876 0.38
N -5.50368 -1.06121 -0.57174 -0.83
C -4.23345 -0.60947 -0.37978 0.55
C -4.17501 0.76733 -0.40031 -0.11
N -5.47291 1.16599 -0.60939 -0.12
C -2.97263 1.50161 -0.19274 0.82
C -2.85745 2.89850 -0.11065 -1.15
C -1.63135 3.45708 0.13627 -1.10
C -0.51212 2.63244 0.27824 -0.74
N -0.58842 1.31115 0.18999 0.54
C -1.80355 0.73969 -0.02856 0.05
C -1.85013 -0.69766 -0.01000 -0.28
N -0.67184 -1.33502 0.22798 0.19
C -0.68732 -2.65127 0.36619 -0.11
C -1.85191 -3.41574 0.22637 -1.35
C -3.03655 -2.78905 -0.05037 -0.78
C -3.05320 -1.38747 -0.15498 0.67
H -13.46904 -0.66921 -2.26742 0.25
H -12.44401 -1.68603 -1.22830 0.35
H -12.04558 -1.47836 -2.96172 0.35
H -10.20042 -2.06378 -1.69833 0.41
H -7.79412 -2.05248 -1.22759 0.45
H -7.90711 2.21518 -0.78434 0.24
H -10.29990 2.19976 -1.26792 0.44
H -5.81538 2.10170 -0.73724 0.22
H -3.72810 3.53049 -0.22391 0.49
H -1.50756 4.52661 0.22338 0.53
H 0.46372 3.05173 0.47791 0.61
H 0.25530 -3.12705 0.60370 0.79
H -1.79005 -4.48872 0.33107 0.50
H -3.96060 -3.33673 -0.17379 0.59
N 0.99924 -4.52381 -1.72476 -0.49
C 1.66431 -4.69004 -0.79729 0.32
N 2.39638 -4.71666 0.31951 -0.05
C 3.50221 -2.55598 -0.10850 -1.11
N 2.35093 -1.75461 -0.40262 1.15
```



Among the records above, which one has the highest charge? C46H50N8OP2Tc



Which formula does entry 2 have? C46H50N8OP2Tc